# 1
37
Properties=species:S:1:pos:R:3:forces:R:3 method="wB97M-V/def2-TZVPD" spin_multiplicity=1 lumo_ev=0.71 total_energy_ev=-28089.578 smiles="C=CCNC(=S)NN=C1CCCCCCC1"
C 2.257949 2.401632 -5.029567 0.0696 0.0945 -0.0619
C 1.197310 1.779866 -4.551102 -0.0674 -0.1722 0.1416
C 1.200476 0.364837 -4.056881 0.0602 -0.1259 -0.3647
N 0.612383 0.258766 -2.744875 -0.1262 0.1803 0.5199
C -0.587661 -0.285323 -2.499875 0.2752 -0.0263 -0.0826
N -1.039553 -0.186023 -1.219206 -0.5992 -0.2287 0.4739
N -0.336713 0.483112 -0.283092 0.6489 0.3358 0.0469
C -0.732487 0.575610 0.923525 -0.1319 0.1143 -0.1160
C 0.128691 1.401463 1.829856 0.0259 0.0519 0.2026
C 0.412481 0.784515 3.202061 0.1875 0.0043 -0.1867
C 1.053882 -0.604941 3.152941 -0.1835 0.0487 0.2982
C 0.078067 -1.787450 3.161374 0.2418 -0.0506 -0.2420
H -0.710992 -1.603413 3.893726 -0.0325 -0.0301 0.1303
H 0.638524 -2.657650 3.510993 -0.0663 0.0047 0.0536
C -0.546633 -2.151642 1.808918 -0.2431 -0.1259 0.1555
C -1.936713 -1.568045 1.550565 0.1889 -0.0667 -0.0994
H -2.619072 -1.907231 2.333287 -0.0421 -0.0231 -0.0606
H -2.298214 -1.990514 0.609324 -0.0787 -0.0017 0.0489
C -1.988364 -0.029297 1.490092 -0.0327 -0.1442 -0.2402
H -2.846250 0.275183 0.880978 -0.0195 0.0590 0.0780
H -2.147072 0.372175 2.489528 -0.0259 0.0612 -0.0336
H 0.131360 -1.857831 1.005243 0.0250 -0.0764 -0.0704
H -0.649048 -3.238375 1.756530 0.0380 0.0246 -0.0670
H 1.689754 -0.707643 4.035720 0.0592 0.0055 -0.0623
H 1.702568 -0.675910 2.277595 0.1177 -0.0386 -0.0247
H 1.091186 1.466697 3.719336 -0.0911 0.0239 0.0381
H -0.501384 0.738448 3.796782 -0.0189 0.0475 0.0965
H -0.373585 2.362761 1.985152 0.0176 0.0497 -0.0258
H 1.069146 1.600887 1.313593 -0.0452 0.0349 -0.0111
H -1.937965 -0.617934 -1.023979 0.2073 0.0941 -0.1310
S -1.516302 -1.086430 -3.608221 -0.4524 -0.2958 -0.3826
H 1.025296 0.773638 -1.977667 -0.0214 -0.0602 -0.0301
H 2.220698 -0.031168 -4.033236 -0.0887 0.0088 -0.0509
H 0.590516 -0.259952 -4.720225 0.2018 0.0604 0.1214
H 0.238856 2.277999 -4.492700 -0.1217 0.1169 -0.0335
H 2.211635 3.414778 -5.389876 -0.0685 0.1929 -0.0707
H 3.217229 1.914410 -5.096618 0.1923 -0.1474 0.0424


# 2
35
Properties=species:S:1:pos:R:3:forces:R:3 method="wB97M-V/def2-TZVPD" spin_multiplicity=1 lumo_ev=0.80 total_energy_ev=-16323.077 smiles=C[C@H](N)[C@@]12C[C@@H]3C[C@@H](C[C@@](O)(C3)C1)C2
O -0.456256 0.279051 3.849044 -0.2097 -0.2141 0.8704
N -2.256280 -0.157169 -2.081597 -0.5357 1.6815 0.5557
C -3.138097 -1.799749 -0.619337 -0.1175 0.0087 0.7130
C 1.801093 -0.382595 0.363375 -0.8259 0.4645 -0.5666
C 0.683399 1.189487 1.988514 0.3090 -0.4736 -0.3994
C 0.536806 -1.314783 2.362077 1.1600 -0.4329 0.7429
C -0.316992 0.902811 -0.317983 1.0995 -1.0941 0.3792
C -0.359946 -1.637061 0.069105 1.3252 0.5350 -0.3813
C -1.478121 -0.103287 1.698632 0.0067 0.4228 -0.1779
C -2.516676 -0.407264 -0.633519 0.5996 -0.6911 -0.9522
C 1.024804 0.963430 0.508433 -0.0717 0.2231 -0.5654
C 0.941955 -1.537231 0.894742 -0.4393 0.5126 0.3667
C -0.169375 0.005231 2.489201 -0.4445 1.2988 -0.0177
C -1.167680 -0.337551 0.202166 -0.9099 0.6410 -0.5868
H -0.596660 1.232133 3.975217 0.0439 -0.5069 -0.2340
H -3.131810 -0.102976 -2.610864 0.5723 -0.2555 0.2867
H -1.652858 -0.860714 -2.463168 0.0209 -0.3774 -0.1866
H -4.124643 -1.816387 -1.067315 -0.3224 0.2311 0.0676
H -2.550801 -2.486124 -1.222677 0.2642 -0.0473 0.0792
H -3.190406 -2.185597 0.387820 -0.2608 -0.3748 0.3991
H 2.777634 -0.312051 0.835012 0.0713 -0.0718 0.2964
H 1.985264 -0.570649 -0.711625 0.0004 0.1356 0.3469
H 0.109165 2.127175 2.155273 0.2912 -0.4066 -0.2236
H 1.621907 1.248239 2.573979 -0.4684 -0.0521 -0.0726
H 1.426790 -1.296992 3.027158 -0.3134 -0.0176 -0.3700
H -0.099027 -2.141457 2.742703 0.1685 0.4424 -0.2871
H -0.848214 1.853782 -0.230397 -0.2356 -0.1715 0.1787
H -0.086314 0.791352 -1.395706 -0.1546 -0.0964 0.5981
H -0.017625 -1.722421 -0.977850 -0.4705 -0.4095 0.1434
H -0.879683 -2.534395 0.414975 -0.2340 0.2171 -0.3102
H -2.025486 0.846379 1.767359 -0.0260 -0.0921 0.1747
H -2.079868 -0.882177 2.208992 0.1491 0.2115 -0.5747
H -3.225648 0.350635 -0.231366 0.4954 -0.3324 -0.4049
H 1.691498 1.784611 0.141892 -0.6463 -0.4981 0.1561
H 1.503506 -2.456340 0.812030 0.1091 -0.4101 -0.0438


# 3
38
Properties=species:S:1:pos:R:3:forces:R:3 method="wB97M-V/def2-TZVPD" spin_multiplicity=1 lumo_ev=0.83 total_energy_ev=-22464.956 smiles="CCO[C@H]1OC(C(N)=O)=C[C@@H](C)[C@@H]1CCCO"
C -1.601099 -0.348136 2.919614 0.2287 0.2528 -0.1417
C -0.671937 0.845822 2.729887 -0.0981 -0.1505 0.2866
H 0.300933 0.640223 3.200755 -0.0922 0.0984 -0.0268
O -0.468708 1.220146 1.378483 0.0068 -0.0625 -0.3697
C 0.270300 0.334010 0.599559 0.7707 0.4554 0.3107
C 0.885290 1.091674 -0.587958 -0.2501 -0.2346 -0.1120
C 1.800959 0.175125 -1.414233 0.0849 0.1300 0.2773
C 3.000541 -0.416927 -0.653260 -0.1784 -0.4128 -0.0822
C 2.918246 -1.939352 -0.483511 0.4745 0.2336 -0.2011
O 1.899345 -2.371456 0.381567 -0.4512 0.0191 0.2313
H 1.050425 -2.038928 0.056537 0.0211 -0.0955 0.0208
H 3.847535 -2.307676 -0.040743 -0.0335 0.0091 -0.1245
H 2.801640 -2.405348 -1.473932 0.0863 0.0475 0.0679
H 3.920608 -0.204928 -1.199416 0.0559 0.0377 0.0298
H 3.093846 0.045499 0.330503 0.0947 0.0261 0.0740
H 2.171397 0.763579 -2.255560 -0.0944 -0.0220 -0.0371
H 1.196337 -0.631772 -1.837242 -0.0299 -0.0037 -0.1065
C -0.237392 1.654142 -1.480461 0.0721 0.1208 0.3084
C -1.353275 0.664316 -1.577735 0.0902 -0.3022 0.1543
C -1.436684 -0.430054 -0.823380 0.0600 0.5278 -0.4033
O -0.515317 -0.759638 0.150976 -0.2190 -0.1981 -0.1997
C -2.548251 -1.410486 -0.989828 -0.0770 -0.1109 0.0400
O -3.422562 -1.269412 -1.819763 -0.0792 0.0971 -0.1294
N -2.489973 -2.464282 -0.146406 0.0805 -0.2486 0.2598
H -1.748285 -2.541824 0.526526 -0.0512 -0.0072 0.0004
H -3.201242 -3.173050 -0.195790 0.0152 0.0644 -0.0574
H -2.137385 0.840933 -2.296163 -0.1688 -0.1083 -0.0534
C -0.761796 3.010184 -0.998078 -0.0075 -0.1320 -0.0889
H 0.039901 3.745278 -1.003008 0.0720 0.1164 -0.0025
H -1.555266 3.354840 -1.656714 -0.0841 0.1124 -0.0615
H -1.151986 2.922044 0.010390 -0.0531 0.0688 0.0212
H 0.168421 1.799552 -2.489896 0.0057 -0.0642 0.0717
H 1.472711 1.916904 -0.175980 0.0037 -0.0408 0.0281
H 1.054327 -0.135345 1.214934 -0.1923 0.0442 -0.1481
H -1.105687 1.737980 3.188140 0.1019 -0.1154 0.0509
H -2.521446 -0.196554 2.360404 -0.1010 -0.0290 -0.0316
H -1.124313 -1.262880 2.576221 -0.0300 -0.0906 0.0247
H -1.840149 -0.454213 3.974579 -0.0341 -0.0325 0.1197


# 4
35
Properties=species:S:1:pos:R:3:forces:R:3 method="wB97M-V/def2-TZVPD" spin_multiplicity=1 lumo_ev=0.74 total_energy_ev=-22149.856
C -0.744397 1.401039 4.185186 2.6754 1.0787 1.2840
C 0.465915 0.815318 3.710418 -1.0379 -0.4153 -0.8745
C -1.818778 1.684731 3.372345 -0.1860 -1.8244 0.6484
C 0.524553 0.516124 2.330553 0.4677 0.6542 0.1050
C -1.832808 1.122058 2.108230 0.2673 1.2983 -0.4060
C -0.650137 0.654504 1.535892 1.1041 -0.9980 0.3033
C 3.955939 -0.161308 -1.598820 -2.5954 0.3439 0.5289
C -2.319381 -1.967780 0.155272 2.2389 0.3604 -0.4104
C -2.453320 -0.816923 -1.940193 -2.9686 0.6335 0.7206
C -0.678787 1.746547 -1.190856 -0.5041 -1.6205 -1.5353
C 2.426536 0.282220 -1.184733 1.2950 -0.6884 -1.6628
C 1.686348 -0.853435 -0.497524 -2.9881 -1.0369 -0.9390
N -2.132058 -0.703061 -0.547378 1.5219 -0.8539 0.7309
Si -0.553513 0.098831 -0.251679 1.1653 0.2121 0.8393
H -0.615272 1.909840 5.171552 -0.7270 -0.9185 -0.5079
H 1.271775 0.475564 4.391093 -0.4754 0.8426 -0.4606
H -2.749502 1.981647 3.828419 -0.0303 0.7229 -0.0716
H 1.540578 0.341375 1.827107 -1.7684 -0.3030 0.8860
H -2.731198 1.347021 1.545526 0.0392 -0.6658 -0.4431
H 3.768550 -0.978252 -2.311354 0.7349 0.5357 -0.1671
H 4.658849 0.632989 -1.858316 -0.5209 -0.0007 -0.7210
H 4.403209 -0.594719 -0.740360 0.3227 -0.6436 1.0037
H -1.851716 -2.891956 -0.217484 0.7746 0.4652 -0.5270
H -1.959838 -1.812481 1.129211 0.3715 -0.0839 1.6017
H -3.280839 -2.291067 0.205850 -3.3661 -0.2106 0.2143
H -2.943786 -1.738570 -2.217477 0.3959 -0.5408 -0.0465
H -3.170948 -0.050002 -2.236418 -0.1485 0.2397 -0.0045
H -1.595863 -0.601809 -2.424248 2.5669 0.0335 -2.7428
H 0.133332 2.460126 -1.176344 0.0722 0.0445 0.3188
H -0.847248 1.443583 -2.246633 0.3324 0.4234 0.1944
H -1.650322 2.159282 -0.924180 0.1244 0.3178 0.4092
H 2.366644 1.283228 -0.771530 0.1858 -0.0542 0.6659
H 1.831434 0.362900 -2.128825 0.7501 0.2697 0.4150
H 2.032673 -1.434617 0.400083 -0.1510 1.2471 -0.5541
H 1.551797 -1.671789 -1.302083 0.0617 1.1354 1.2047


# 5
61
Properties=species:S:1:pos:R:3:forces:R:3 method="wB97M-V/def2-TZVPD" spin_multiplicity=1 lumo_ev=-10.84 total_energy_ev=-104460.836 charge=+2
B 0.316500 1.274142 -1.072836 -0.0898 -0.2819 0.5298
P -1.576247 1.653248 -0.834607 -0.7462 -1.2779 -1.3269
N -2.314501 0.319442 -0.524381 0.3150 0.3823 0.3825
H 0.955748 1.099420 -0.095244 -0.0672 -0.4411 -0.0468
H 0.938202 1.266530 -2.091180 -0.0704 1.5888 0.1815
H -2.165937 2.258136 -1.968526 0.4582 0.8383 0.3220
H -1.652597 2.609741 0.287605 0.5429 -0.0885 -0.9898
H -3.060991 0.173298 -1.197604 -0.2157 -0.3162 0.2891
Cl -0.372213 -0.812921 -2.641115 1.1586 0.4200 -0.2556
Mg -2.383085 3.419483 1.742450 0.4121 1.2804 0.8425
C 3.122834 3.742606 -0.846614 -0.5634 -0.4780 0.2543
O 4.095554 4.476583 -0.982623 -0.0881 -0.0096 0.0220
O 3.141179 2.499299 -1.063920 0.2477 0.2305 -0.2216
O 1.987069 4.138029 -0.469374 0.4171 0.1450 -0.0979
O 0.377885 -4.136989 -2.424188 0.1111 0.0969 0.0334
H -0.452621 -4.493218 -2.785097 0.1977 -0.0717 -0.1105
H 0.259435 -3.185448 -2.440557 -0.1610 -0.0883 0.0925
Mg 1.610492 0.159494 -3.246791 -0.7679 -1.1739 0.0387
C 5.911768 4.794374 1.938888 0.6410 0.8845 -0.2560
O 6.044338 3.584419 1.936004 -0.2132 -0.4576 -0.1201
N 6.867706 5.670979 1.580149 -0.6779 -0.3770 0.1937
C 6.642362 7.101694 1.600397 0.2313 0.0773 -0.0593
C 8.163199 5.162202 1.162353 -0.0103 -0.3350 0.0293
H 4.968761 5.278207 2.239686 -0.0821 -0.0064 0.0796
H 6.785389 7.505368 0.595899 -0.0322 0.0863 0.0756
H 7.354777 7.572308 2.279997 -0.0861 0.0918 -0.0383
H 5.631971 7.324895 1.934130 -0.0200 -0.0318 0.0238
H 8.035811 4.510767 0.296078 0.1045 0.0228 0.0210
H 8.603465 4.577080 1.970223 0.0769 0.0155 -0.0703
H 8.821222 5.986764 0.907084 -0.0493 0.0581 0.0179
F 1.229761 6.513111 3.690887 -1.2194 -0.8504 -1.3584
Al 0.189992 6.127378 4.978907 0.7542 1.1759 3.0308
F 0.932436 5.415723 6.276480 -0.1766 -0.1115 -0.6282
F -0.776303 4.922749 4.113185 0.3112 0.5720 -2.2521
F -0.818169 7.385597 5.369577 0.0364 -0.4283 -0.5998
C -2.496472 -7.213623 -3.204456 0.1348 0.3064 -0.0547
C -3.490261 -8.117286 -3.194670 0.4531 0.0173 0.1659
C -4.821637 -7.832550 -3.833948 -0.2707 0.4522 -0.2937
O -5.673266 -8.692968 -3.809294 0.1191 -0.2815 0.1886
C -5.020253 -6.525591 -4.449973 -0.0678 -0.1593 0.0450
C -4.027370 -5.631488 -4.452651 -0.3669 0.0028 -0.1820
C -2.693965 -5.929740 -3.836922 0.2379 -0.5462 0.3233
O -1.822240 -5.068373 -3.891036 -0.3514 0.3252 -0.1411
O -4.157268 -4.422824 -5.000470 0.3148 0.0514 0.1208
O -3.360147 -9.301070 -2.629120 -0.3799 -0.0318 -0.1281
H -1.534698 -7.406793 -2.750509 -0.0101 -0.0566 0.0012
H -5.984962 -6.322187 -4.892517 0.0093 0.0158 -0.0145
H -3.298419 -3.982681 -4.869425 0.0101 0.0265 -0.0517
H -4.213570 -9.759881 -2.761758 0.0295 -0.1077 0.0380
Be -0.480363 5.394671 2.539658 -0.5460 -1.1945 1.8477
C -3.253511 -2.915723 3.737845 0.3096 -0.4192 0.1366
C -2.332612 -1.760167 3.424552 -0.1743 0.2976 0.1832
O -2.288973 -1.711683 1.990795 -0.0804 -0.2612 0.0610
S -3.710823 -2.185490 1.398946 0.1966 -0.1382 0.6798
O -4.484946 -1.033727 1.099041 -0.1833 0.0934 -0.1316
O -3.480009 -3.202756 0.448476 0.0465 0.0470 -0.4564
O -4.280369 -2.838880 2.741104 0.0226 0.4596 -0.1250
H -2.742074 -3.873298 3.630576 0.0229 0.0115 0.0178
H -3.685260 -2.846462 4.732037 -0.2362 0.0259 -0.1013
H -1.335295 -1.899161 3.831940 0.0919 -0.0423 -0.2285
H -2.746441 -0.814764 3.786479 -0.0111 -0.0357 0.0714